No. 1
A cluster of 8 separate species, C8H34N2O8 in total. Source: OMol25; level of theory: the ωB97M-V functional and the def2-TZVPD basis.

Results
SMILES ... COC[C@H](C)N.COC[C@H](C)N.O.O.O.O.O.O
Energy above the lowest of the compared OMol25 structures with the same formula, charge and spin ... 0.9 kcal per mole
Total charge ... 0
Total energy ... -28207.7471 eV

Last column: natural (NBO) charge in e.
Geometry (Å):
1 C 8.41777 -2.85796 3.67667  -0.247
2 O 8.00840 -3.01963 2.33997  -0.536
3 C 7.30226 -4.21250 2.07900  -0.066
4 C 8.20995 -5.39925 1.86591  -0.078
5 C 9.17404 -5.14771 0.72896  -0.619
6 N 7.35760 -6.57133 1.54027  -0.831
7 H 9.12106 -3.63431 4.00278  0.157
8 H 7.56333 -2.89537 4.36521  0.164
9 H 8.90563 -1.88881 3.74721  0.193
10 H 6.54053 -4.40547 2.84979  0.159
11 H 6.73672 -4.04334 1.15707  0.196
12 H 8.78343 -5.60533 2.78071  0.152
13 H 9.85865 -5.98015 0.54644  0.214
14 H 9.79411 -4.27266 0.93072  0.224
15 H 8.65208 -4.98596 -0.21653  0.215
16 H 6.75249 -6.79050 2.32891  0.348
17 H 7.95092 -7.39266 1.46353  0.355
18 C 14.98680 -2.55109 5.99993  -0.251
19 O 13.92609 -2.84028 5.10174  -0.577
20 C 13.22508 -4.02546 5.46264  -0.069
21 C 12.12136 -4.24736 4.45974  -0.080
22 C 11.08547 -5.23982 4.97373  -0.621
23 N 12.61398 -4.71704 3.14109  -0.852
24 H 15.43365 -1.61387 5.67208  0.197
25 H 15.75614 -3.32630 5.96258  0.180
26 H 14.59255 -2.43511 7.01170  0.176
27 H 13.91992 -4.87386 5.44030  0.175
28 H 12.78987 -3.91471 6.46404  0.177
29 H 11.56731 -3.31452 4.30702  0.196
30 H 11.54168 -6.21260 5.20730  0.204
31 H 10.35594 -5.46309 4.19671  0.222
32 H 10.58749 -4.89199 5.87742  0.220
33 H 13.59071 -4.44989 3.03901  0.373
34 H 12.59487 -5.73190 3.14820  0.367
35 O 16.58390 -2.51276 0.79824  -0.966
36 H 15.96418 -2.49279 0.06106  0.479
37 H 16.08999 -2.09520 1.51390  0.479
38 O 12.06296 -4.29526 -1.46488  -0.969
39 H 11.55222 -3.67034 -1.98497  0.458
40 H 12.29156 -3.81449 -0.65190  0.497
41 O 12.61102 -2.87411 0.93915  -1.017
42 H 13.40491 -2.44258 1.29103  0.499
43 H 12.33560 -3.47171 1.65614  0.504
44 O 12.31300 0.19658 0.47973  -0.978
45 H 12.11775 -0.72641 0.69783  0.500
46 H 11.49512 0.54506 0.11482  0.482
47 O 14.57162 -1.59065 2.69125  -0.987
48 H 14.32560 -1.79502 3.60926  0.505
49 H 14.40980 -0.64796 2.57464  0.486
50 O 14.79368 -0.57527 -0.81518  -0.969
51 H 14.07614 -0.18528 -0.29520  0.490
52 H 14.48415 -0.53730 -1.72391  0.470

Atoms 1-3, force components in eV/Å:
C -0.0521 -0.2561 0.1031
O -0.0369 0.1601 0.0841
C -0.4590 0.2816 -0.2564

No. 2
A structure of composition C8H35Li2N10O10. Source: OMol25; level of theory: the ωB97M-V functional and the def2-TZVPD basis.

Results
Total charge ... +1
Total energy ... -44650.8690 eV

Last column: natural (NBO) charge in e.
Geometry (Å):
1 Li 1.40759 -3.22779 -1.62960  0.931
2 Li 0.33377 -1.31329 -3.62081  0.981
3 C -0.51222 0.86840 -0.90489  -0.629
4 C -0.05128 -0.51533 -0.54207  0.107
5 C -1.25202 -1.22364 0.04934  -0.619
6 O 0.55482 -1.28496 -1.53522  -1.157
7 H -0.99499 1.37391 -0.07189  0.236
8 H -1.18960 0.82664 -1.76494  0.176
9 H 0.35898 1.43312 -1.25178  0.206
10 H 0.66285 -0.33336 0.27415  0.124
11 H -2.06771 -1.33059 -0.66934  0.198
12 H -1.63522 -0.78361 0.97130  0.216
13 H -0.95811 -2.23243 0.32605  0.192
14 C 3.48795 -2.72767 0.23655  0.793
15 O 2.93832 -3.62442 -0.41554  -0.765
16 N 4.68018 -2.86446 0.86884  -0.819
17 N 3.05368 -1.44858 0.25668  -0.843
18 H 5.21295 -3.70177 0.71642  0.427
19 H 4.88943 -2.09917 1.48189  0.404
20 H 2.28887 -1.14473 -0.32605  0.412
21 H 3.72289 -0.74075 0.50585  0.403
22 C -4.42175 2.33539 2.18884  0.762
23 O -5.24452 2.15547 3.07986  -0.645
24 N -4.27052 3.58787 1.72324  -0.835
25 N -3.67824 1.38277 1.55987  -0.859
26 H -4.91711 4.30815 1.98700  0.417
27 H -3.70215 3.74720 0.90615  0.371
28 H -3.81939 0.40536 1.74184  0.401
29 H -3.13386 1.54739 0.73083  0.387
30 C 1.83619 1.79883 2.98676  0.758
31 O 2.24903 2.51183 3.89682  -0.643
32 N 1.29482 0.60010 3.23041  -0.849
33 N 1.89243 2.17540 1.68399  -0.860
34 H 1.24857 0.39746 4.21727  0.411
35 H 1.12327 -0.16180 2.60025  0.386
36 H 1.32733 1.78116 0.95484  0.380
37 H 2.58946 2.87115 1.47829  0.418
38 C 1.91295 4.45130 -3.22846  0.766
39 O 2.66180 5.22090 -2.63936  -0.650
40 N 1.87961 3.12960 -2.99958  -0.850
41 N 1.18469 4.87682 -4.29313  -0.854
42 H 2.45116 2.72617 -2.27616  0.425
43 H 1.24721 2.54538 -3.51364  0.358
44 H 0.40873 4.32959 -4.61434  0.380
45 H 1.40942 5.81575 -4.57177  0.421
46 C -0.87942 -5.71133 1.95490  0.793
47 O -0.02901 -6.13493 1.16901  -0.694
48 N -1.53344 -6.44078 2.91164  -0.838
49 N -1.41277 -4.47121 1.92170  -0.833
50 H -1.29072 -7.40149 3.09280  0.412
51 H -2.29211 -6.11947 3.48056  0.394
52 H -2.04030 -4.29429 2.67859  0.394
53 H -1.21596 -3.86308 1.15125  0.409
54 O -3.55812 2.59014 -1.56887  -0.964
55 H -4.46416 2.63071 -1.23960  0.499
56 H -3.56083 1.85924 -2.19465  0.481
57 O -1.18935 3.99062 -1.12368  -0.963
58 H -1.90558 3.35636 -1.28350  0.479
59 H -1.64350 4.80961 -0.90545  0.473
60 O 3.25818 0.74427 -1.96856  -0.929
61 H 3.32063 0.39527 -2.86273  0.468
62 H 2.38299 0.47325 -1.66214  0.467
63 O -0.02176 -4.57503 -1.04671  -1.027
64 H -0.33733 -4.94535 -1.87904  0.472
65 H -0.04766 -5.33727 -0.41028  0.536

Atoms 1-3, force components in eV/Å:
Li -0.1227 -0.0296 1.6065
Li -0.1208 0.4080 1.4722
C 0.8008 0.2041 -1.4014

No. 3
A cluster of 11 separate species, C8H38N12O12 in total. Source: OMol25; level of theory: the ωB97M-V functional and the def2-TZVPD basis.

Results
SMILES ... NC(N)=O.NC(N)=O.NC(N)=O.NC(N)=O.NC(N)=O.NC(N)=O.OCCO.O.O.O.O
Energy above the lowest of the compared OMol25 structures with the same formula, charge and spin ... 0.2 kcal per mole
Total charge ... 0
Total energy ... -51364.6748 eV

Last column: natural (NBO) charge in e.
Geometry (Å):
1 N -9.51184 -6.71464 -5.29411  -0.815
2 C -10.13696 -5.76367 -4.67494  0.745
3 N -9.64329 -5.59544 -3.48414  -0.839
4 O -11.12465 -5.18148 -5.08900  -0.674
5 H -9.60811 -6.91270 -6.27981  0.408
6 H -8.69542 -7.11197 -4.85174  0.386
7 H -8.75699 -5.82722 -3.05885  0.396
8 H -9.98132 -4.73313 -3.08132  0.393
9 N -3.42460 -6.98621 -9.97348  -0.836
10 C -3.50415 -6.05459 -10.85785  0.749
11 N -4.67384 -6.10987 -11.49837  -0.850
12 O -2.65791 -5.27003 -11.13656  -0.665
13 H -2.52110 -7.01533 -9.52298  0.403
14 H -4.20403 -7.48670 -9.57087  0.402
15 H -5.29913 -6.70885 -10.97843  0.385
16 H -4.86548 -5.53966 -12.30969  0.412
17 N -7.75227 -11.04444 -8.97680  -0.837
18 C -7.56832 -10.03335 -9.80514  0.750
19 N -7.67751 -10.38150 -11.03313  -0.811
20 O -7.35986 -8.92346 -9.33039  -0.712
21 H -7.60120 -10.72627 -8.03020  0.416
22 H -7.63779 -11.98371 -9.33001  0.388
23 H -7.88561 -9.62654 -11.67098  0.413
24 H -7.97586 -11.33478 -11.18257  0.395
25 N -12.23266 -12.38188 -2.11145  -0.814
26 C -11.48985 -12.72392 -3.09705  0.735
27 N -11.35879 -11.79530 -3.98121  -0.815
28 O -10.69000 -13.63620 -3.22389  -0.696
29 H -12.70578 -11.48963 -2.10005  0.393
30 H -12.33148 -13.05970 -1.36924  0.410
31 H -11.87403 -10.93773 -3.84258  0.368
32 H -10.65397 -11.94928 -4.68804  0.418
33 N -7.94234 -16.49554 -7.14561  -0.817
34 C -8.43122 -16.48458 -8.35724  0.739
35 N -8.12914 -17.53989 -8.94410  -0.787
36 O -8.90951 -15.49109 -8.98617  -0.725
37 H -8.08790 -15.67436 -6.57590  0.423
38 H -7.74063 -17.44090 -6.85284  0.381
39 H -8.57910 -17.78651 -9.81405  0.411
40 H -7.57649 -18.24352 -8.47551  0.375
41 N -4.71975 -4.77638 -5.93441  -0.823
42 C -4.67758 -5.39970 -4.80306  0.746
43 N -4.09208 -4.66408 -3.90763  -0.821
44 O -5.24588 -6.43959 -4.55722  -0.683
45 H -5.37952 -5.18941 -6.57800  0.411
46 H -4.09826 -4.01186 -6.15659  0.394
47 H -3.31838 -4.06533 -4.15859  0.381
48 H -3.99974 -5.19900 -3.05590  0.395
49 O -3.71543 -15.31125 -10.81945  -0.719
50 C -4.04697 -14.21151 -11.66743  -0.089
51 C -3.20544 -14.10911 -12.96176  -0.080
52 O -3.59472 -12.93846 -13.64591  -0.699
53 H -4.01229 -15.10181 -9.93086  0.472
54 H -5.08304 -14.21034 -12.00604  0.159
55 H -4.08581 -13.25876 -11.13935  0.153
56 H -3.31596 -14.96901 -13.62240  0.184
57 H -2.15509 -14.06985 -12.67312  0.157
58 H -3.10448 -12.27103 -13.16032  0.462
59 O -7.36576 -8.30625 -15.36542  -0.941
60 H -6.44522 -8.55873 -15.43685  0.470
61 H -7.37482 -7.37135 -15.57062  0.471
62 O -6.19045 -11.95331 -4.53496  -0.936
63 H -5.67658 -12.75881 -4.59283  0.465
64 H -5.96899 -11.58839 -3.67822  0.471
65 O -9.47552 -14.18437 -12.86174  -0.953
66 H -10.36208 -14.05447 -13.19844  0.471
67 H -9.60056 -14.43046 -11.94520  0.482
68 O -7.95211 -12.36568 -15.89787  -0.941
69 H -8.02164 -12.99773 -15.18240  0.473
70 H -7.77103 -11.53162 -15.46454  0.468

Atoms 1-3, force components in eV/Å:
N 2.3489 -3.4522 -2.8225
C -2.0237 0.4332 -1.5455
N 0.6658 2.8371 5.3269

No. 4
A cluster of 8 separate species, C8H39B2ClN2O9 in total. Source: OMol25; level of theory: the ωB97M-V functional and the def2-TZVPD basis.

Results
Total charge ... 0
Total energy ... -44193.7244 eV

Last column: natural (NBO) charge in e.
Geometry (Å):
1 O -2.27640 0.31363 -0.80323  -0.832
2 H -2.71198 -0.14533 -1.52519  0.577
3 H -1.43151 -0.09516 -0.60158  0.577
4 H -2.33256 1.26912 -0.87731  0.545
5 O -0.59489 -2.98032 -3.07550  -0.818
6 H 0.18681 -2.59542 -2.67252  0.574
7 H -0.90139 -3.74318 -2.57981  0.546
8 H -1.25096 -2.28606 -3.17126  0.604
9 O 2.55696 -0.80178 0.36510  -0.812
10 H 1.84042 -0.89982 -0.26620  0.551
11 H 2.68146 0.14817 0.42601  0.546
12 H 2.33638 -1.19479 1.21274  0.548
13 Cl -0.18993 1.68118 2.54790  2.561
14 O -0.09950 0.90508 1.34489  -0.966
15 O 1.15995 2.05659 2.97893  -0.856
16 O -1.04504 2.79892 2.26999  -0.847
17 O -0.73855 0.71985 3.42682  -0.872
18 B -2.95983 -1.28537 -3.04501  -0.891
19 H -2.50943 -0.42648 -3.51796  0.010
20 H -2.47565 -1.43459 -2.09236  -0.046
21 H -3.99066 -1.15218 -2.75537  0.039
22 H -2.82766 -2.17621 -3.63931  -0.004
23 B 0.48982 -1.10862 -1.33177  -0.902
24 H 0.82789 -0.12069 -1.05986  0.039
25 H -0.35587 -1.39295 -0.72496  -0.008
26 H 0.26251 -0.97146 -2.37760  0.012
27 H 1.25847 -1.86536 -1.30440  0.001
28 C 0.40752 -3.12245 2.34911  -0.627
29 C 1.59924 -2.62524 3.29604  -0.059
30 C 2.88807 -3.47094 3.00233  -0.063
31 O 2.55126 -4.87644 3.01431  -0.542
32 C 3.51190 -5.74185 2.62097  -0.250
33 N 1.83424 -1.22747 3.02531  -0.876
34 H 0.72567 -3.22992 1.31212  0.197
35 H -0.46304 -2.46834 2.39768  0.227
36 H 0.10889 -4.10529 2.71370  0.232
37 H 1.41754 -2.87465 4.34145  0.186
38 H 3.67480 -3.40093 3.75350  0.174
39 H 3.39987 -3.24509 2.06684  0.154
40 H 4.05963 -5.54557 1.69925  0.158
41 H 3.13597 -6.75508 2.47903  0.191
42 H 4.29447 -5.96623 3.34577  0.158
43 H 2.41558 -0.82353 3.74572  0.386
44 H 0.92324 -0.79155 3.01336  0.418
45 C -0.70637 2.83881 -2.67231  -0.635
46 C -1.07646 3.34785 -1.22430  -0.093
47 C -0.89609 4.83542 -0.87388  -0.095
48 O -1.52465 5.74472 -1.87771  -0.568
49 C -1.53056 7.07463 -1.52817  -0.235
50 N -2.47050 3.06958 -0.95498  -0.880
51 H -0.21661 1.86504 -2.67313  0.218
52 H 0.07592 3.42438 -3.15523  0.218
53 H -1.50550 2.74021 -3.40700  0.227
54 H -0.41563 2.83622 -0.52455  0.231
55 H 0.12751 5.18461 -1.00954  0.172
56 H -0.94639 5.14812 0.16909  0.205
57 H -0.58698 7.56889 -1.75941  0.161
58 H -1.70384 7.02502 -0.45318  0.164
59 H -2.36251 7.55668 -2.04159  0.189
60 H -3.01013 3.81112 -1.37810  0.393
61 H -2.64481 2.98278 0.03606  0.391

Atoms 1-3, force components in eV/Å:
O -0.5752 -0.2506 1.8075
H -0.5455 -1.1352 -1.5493
H 1.1660 -0.2091 0.2003

No. 5
An isolated molecule of C8H3FN2. Source: OMol25; level of theory: the ωB97M-V functional and the def2-TZVPD basis.

Results
SMILES ... N#Cc1ccc(F)c(C#N)c1
Total charge ... 0
Total energy ... -14039.0019 eV

Last column: natural (NBO) charge in e.
Geometry (Å):
1 N 2.14112 3.18312 -0.46144  -0.288
2 C 1.46444 2.24016 -0.38388  0.262
3 C 0.54979 1.06562 -0.04029  -0.139
4 C 0.13921 0.89060 1.36972  -0.146
5 C -0.66997 -0.26632 1.58120  -0.250
6 C -1.11105 -1.09423 0.45823  0.465
7 F -1.91150 -2.14583 0.67496  -0.289
8 C -0.43860 -1.02046 -0.63980  -0.280
9 C -0.62484 -1.85458 -1.72516  0.277
10 N -0.67617 -2.32558 -2.91398  -0.259
11 C 0.32991 0.15632 -0.93015  -0.112
12 H 0.64683 1.35796 2.21954  0.249
13 H -0.85546 -0.49863 2.62859  0.246
14 H 1.01628 0.31183 -1.83753  0.266

Atoms 1-3, force components in eV/Å:
N -1.0088 -1.5160 -0.1288
C -0.4411 -0.0897 1.0240
C 1.9062 4.6418 4.5449